1.
# C4H13NOS

2 unconnected molecules or ions with the total composition C4H13NOS (ωB97M-V with the def2-TZVPD basis set, OMol25).

The highest occupied orbital energy comes out at -9.15 eV. The structure (SMILES) is NCCCCS.O.

Structure (ORCA input):
```
! RIJCOSX wB97M-V def2-TZVPD def2/J DEFGRID3
* xyz 0 1
S 3.2380 1.2367 0.4934
O -2.5682 -0.5635 -3.3083
N -1.4811 -1.0443 -0.1888
C 1.4453 1.2941 -0.0259
C -0.1746 -1.4592 0.3332
C 0.5422 0.9293 1.1231
C 0.4319 -0.6018 1.4145
H -0.4675 1.3262 0.9455
H -0.1776 -2.5003 0.7014
H -2.2803 -0.9554 0.4324
H -1.3603 -0.0533 -0.4010
H 1.5006 -0.8568 1.5780
H -2.4807 -0.9899 -2.4257
H -3.4905 -0.3731 -3.4788
H 0.4859 -1.5936 -0.5323
H 3.3611 2.5167 0.0557
H 0.0121 -0.6413 2.4183
H 0.8344 1.3538 2.0752
H 1.3692 0.6541 -0.8943
H 1.2598 2.3216 -0.3155
*
```

=====

2.
# C4H13NOS

2 unconnected molecules or ions with the total composition C4H13NOS (ωB97M-V with the def2-TZVPD basis set, OMol25).

The highest occupied orbital energy comes out at -8.33 eV. The structure (SMILES) is CSCCCN.O.

Structure (ORCA input):
```
! RIJCOSX wB97M-V def2-TZVPD def2/J DEFGRID3
* xyz 0 1
S -0.1458 0.1221 -2.8949
O 0.3771 -1.8582 2.2228
N -1.0224 1.1757 1.7234
C -0.0807 1.2206 -1.4090
C -0.3047 -1.5557 -2.1950
C 0.3888 0.5501 -0.1451
C 0.2613 1.4627 1.0793
H -0.3457 -2.1812 -3.0950
H -1.0037 0.1959 1.9939
H -1.0458 1.7074 -1.3307
H -1.1453 1.7256 2.5584
H -1.2511 -1.6379 -1.7086
H 0.4001 -2.7746 2.5475
H -0.2030 -0.3277 0.1255
H 1.0760 1.2227 1.7786
H 0.6728 1.9671 -1.6743
H 0.3664 2.5053 0.8166
H 0.5956 -1.8353 -1.6544
H 1.0181 -1.8300 1.5058
H 1.3919 0.1454 -0.2450
*
```

=====

Of them, the most stable is 2 and the least stable is 1.

=====

1.
# C4H13NOS

2 unconnected molecules or ions with the total composition C4H13NOS (ωB97M-V with the def2-TZVPD basis set, OMol25).

The highest occupied orbital energy comes out at -9.04 eV. The structure (SMILES) is C[C@@H](N)CCS.O.

Structure (ORCA input):
```
! RIJCOSX wB97M-V def2-TZVPD def2/J DEFGRID3
* xyz 0 1
S 2.8438 0.7773 -1.6434
O -1.1537 -2.8773 3.3770
N -0.4597 -0.3169 0.6980
C 1.3486 -0.3858 -1.8072
C 0.0021 0.2706 -1.5875
C -0.1527 0.8554 -0.1659
C -1.1799 1.9495 0.1347
H -0.0542 0.9343 -2.3930
H 3.0821 0.3228 -0.3138
H 1.5388 -0.9168 -2.7360
H 0.7497 1.4800 0.0593
H -1.0806 -2.9355 2.4072
H -1.2203 -0.0023 1.3672
H -1.2263 -3.7023 3.8269
H -1.2535 2.3723 1.0723
H 0.4100 -0.6156 1.2740
H -0.7855 2.8559 -0.4989
H 1.3849 -1.2928 -1.1235
H -0.7126 -0.5490 -1.7107
H -2.0808 1.7763 -0.2366
*
```

=====

2.
# C4H13NOS

2 unconnected molecules or ions with the total composition C4H13NOS (ωB97M-V with the def2-TZVPD basis set, OMol25).

The highest occupied orbital energy comes out at -8.70 eV. The structure (SMILES) is C[C@H](N)CCS.O.

Structure (ORCA input):
```
! RIJCOSX wB97M-V def2-TZVPD def2/J DEFGRID3
* xyz 0 1
S -0.9243 0.3128 2.1070
O -0.7548 -4.4276 -1.0751
N -0.2435 2.1282 -0.6015
C 0.7470 0.5522 1.5159
C 0.1661 0.7798 -1.0218
C 0.9721 0.8087 -2.3413
C 0.9952 0.0445 0.1070
H -1.4249 1.4962 1.7371
H -0.4851 2.7037 -1.3988
H 0.7254 -1.0033 -0.0303
H -0.7557 0.2219 -1.1887
H 1.0893 1.5686 1.6622
H 2.0266 0.1477 -0.2143
H -1.3847 -3.8321 -1.4979
H -0.3517 -4.9148 -1.8084
H 0.3066 0.8397 -3.1906
H 0.5582 2.6241 -0.2101
H 1.3599 -0.0564 2.1633
H 1.6261 -0.0620 -2.4516
H 1.5838 1.7097 -2.3556
*
```

=====

Of them, the most stable is 2 and the least stable is 1.

=====

1.
# C4H13NOS

2 unconnected molecules or ions with the total composition C4H13NOS (ωB97M-V with the def2-TZVPD basis set, OMol25).

The highest occupied orbital energy comes out at -8.72 eV. The structure (SMILES) is CSCCCN.O.

Structure (ORCA input):
```
! RIJCOSX wB97M-V def2-TZVPD def2/J DEFGRID3
* xyz 0 1
S 0.0401 -0.5537 0.7047
O -1.2830 -0.7814 5.6471
N 0.3894 1.0753 -3.6887
C -0.7490 0.6899 -0.5414
C 0.3659 -1.9834 -0.2556
C 0.4094 1.5768 -1.1570
C 0.8819 0.7443 -2.2616
H 0.8769 -1.8442 -1.2415
H 0.7216 -0.4365 -2.2858
H -1.4278 1.3643 0.0627
H -0.5849 0.7457 -3.6865
H 0.5149 2.1757 -3.8092
H 1.2930 -2.2881 0.4555
H -1.1034 0.0539 6.1673
H -0.4517 -2.6516 -0.4381
H 0.3321 2.6533 -1.4958
H 1.0685 1.7253 -0.2606
H 2.0488 0.7880 -2.5779
H -0.5732 -0.9179 5.0488
H -1.2678 0.0502 -1.2773
*
```

=====

2.
# C4H13NOS

3 unconnected molecules or ions with the total composition C4H13NOS (ωB97M-V with the def2-TZVPD basis set, OMol25).

The highest occupied orbital energy comes out at -8.02 eV.

Structure (ORCA input):
```
! RIJCOSX wB97M-V def2-TZVPD def2/J DEFGRID3
* xyz 0 1
S -2.2744 0.2939 0.1433
O 2.2049 -1.5289 -0.7013
N 2.7658 0.8127 0.2962
C 0.3465 0.6557 0.3285
C 1.5812 1.5683 0.0938
C -1.3738 -2.6736 -0.2369
C -1.0475 1.4875 0.0706
H 3.0631 0.7622 1.2720
H -0.4335 -2.9958 0.2148
H 0.2991 0.1680 1.2987
H 1.5733 1.8432 -0.9639
H 2.9025 -2.1895 -0.7751
H 1.4551 2.4859 0.6698
H -1.1624 -1.7057 -0.6629
H 0.3478 -0.0904 -0.4594
H 2.6423 -0.1898 -0.0576
H -1.1344 2.1427 0.9414
H -2.1550 -2.6083 0.5215
H -1.6530 -3.3662 -1.0291
H -0.9870 2.1059 -0.8237
*
```

=====

Of them, the most stable is 1 and the least stable is 2.

=====

1.
# C2H10NO

2 unconnected molecules or ions with the total composition C2H10NO (ωB97M-V with the def2-TZVPD basis set, OMol25).

The highest occupied orbital energy comes out at -15.75 eV.

Structure (ORCA input):
```
! RIJCOSX wB97M-V def2-TZVPD def2/J DEFGRID3
* xyz 1 1
O -0.3437 -2.3179 1.2649
N 0.0618 0.4325 -0.6550
C -1.0579 1.4076 -0.7434
C 1.3322 0.8635 -0.0497
H 2.0808 0.1345 -0.3316
H 0.2346 0.1582 -1.6199
H 1.2414 0.9381 1.0378
H -0.9173 2.2730 -1.3819
H 1.5718 1.9145 -0.2288
H -0.2764 -0.3887 -0.1689
H 0.3735 -2.7099 1.7945
H -1.1602 1.8076 0.2665
H -0.5586 -2.9864 0.6091
H -2.0394 0.9896 -0.9550
*
```

=====

2.
# C2H10NO

2 unconnected molecules or ions with the total composition C2H10NO (ωB97M-V with the def2-TZVPD basis set, OMol25).

The highest occupied orbital energy comes out at -14.37 eV.

Structure (ORCA input):
```
! RIJCOSX wB97M-V def2-TZVPD def2/J DEFGRID3
* xyz 1 1
O 0.6750 0.0112 -0.1543
N -0.2399 -2.6346 -0.9250
C 0.1710 0.9481 0.8811
C -0.1155 2.3500 0.4689
H 0.3633 -3.4978 -0.6099
H -0.4916 -2.8510 -1.9816
H -0.9273 2.4708 -0.3407
H -0.3838 2.9198 1.3893
H 0.8514 1.0799 1.7196
H 0.9935 0.5950 -0.8709
H -0.6882 0.3421 1.1727
H -1.2050 -2.7509 -0.4900
H 0.1242 -1.8545 -0.4518
H 0.8729 2.8717 0.1926
*
```

=====

Of them, the most stable is 1 and the least stable is 2.

=====

1.
# C2H10NO

2 unconnected molecules or ions with the total composition C2H10NO (ωB97M-V with the def2-TZVPD basis set, OMol25).

The highest occupied orbital energy comes out at -14.15 eV.

Structure (ORCA input):
```
! RIJCOSX wB97M-V def2-TZVPD def2/J DEFGRID3
* xyz 1 1
O -0.1371 0.1380 -2.9074
N -0.4964 -0.1193 1.5182
C 0.1559 -0.1283 -1.5611
C 0.4344 0.1350 2.6787
H -0.9097 0.7369 1.1476
H 0.4133 0.8094 -1.0406
H 0.6758 0.2375 -3.4154
H -0.7753 -0.5236 -1.1420
H 0.9855 1.0480 2.4596
H 0.9689 -0.8507 -1.4202
H -1.2467 -0.7606 1.7826
H 0.0301 -0.5643 0.7669
H -0.1485 0.2596 3.5850
H 1.1293 -0.6961 2.7504
*
```

=====

2.
# C2H10NO

2 unconnected molecules or ions with the total composition C2H10NO (ωB97M-V with the def2-TZVPD basis set, OMol25).

The highest occupied orbital energy comes out at -14.82 eV.

Structure (ORCA input):
```
! RIJCOSX wB97M-V def2-TZVPD def2/J DEFGRID3
* xyz 1 1
O -0.9963 0.0192 -0.7536
N -0.8505 -0.7845 1.8500
C 1.2671 0.8061 -0.5225
C 0.2189 0.2053 -1.4454
H 1.6577 0.0491 0.1614
H 2.1118 1.0971 -1.1540
H 0.0966 0.8435 -2.3281
H 0.9192 1.6701 0.0542
H -0.9770 -1.7220 2.2349
H -0.6168 -0.8676 0.8322
H -0.0470 -0.3405 2.2897
H -1.7555 -0.0435 -1.3417
H -1.6979 -0.2190 1.9531
H 0.6698 -0.7133 -1.8304
*
```

=====

3.
# C2H10NO

3 unconnected molecules or ions with the total composition C2H10NO (ωB97M-V with the def2-TZVPD basis set, OMol25).

The highest occupied orbital energy comes out at -15.14 eV.

Structure (ORCA input):
```
! RIJCOSX wB97M-V def2-TZVPD def2/J DEFGRID3
* xyz 1 1
O -0.9756 -0.8190 -0.7747
N 1.1724 -0.7376 -2.0880
C 0.3183 -2.7548 -2.9669
C 1.3248 -2.1003 -1.9702
H -0.1684 -0.5232 -1.2401
H 0.3607 -3.8404 -2.9373
H -3.1836 10.3002 11.7510
H -2.7099 10.4678 12.3209
H 0.5470 -2.3981 -3.9681
H 2.0654 -0.2234 -1.9694
H -0.6864 -2.4133 -2.7222
H 2.3493 -2.4682 -2.1162
H -1.4212 -0.0502 -0.3731
H 1.0072 -2.4397 -0.9457
*
```

=====

4.
# C2H10NO

2 unconnected molecules or ions with the total composition C2H10NO (ωB97M-V with the def2-TZVPD basis set, OMol25).

The highest occupied orbital energy comes out at -16.39 eV.

Structure (ORCA input):
```
! RIJCOSX wB97M-V def2-TZVPD def2/J DEFGRID3
* xyz 1 1
O -2.2698 1.5517 -0.6983
N 0.2019 0.6713 0.2024
C 0.2972 -0.8077 0.5674
C 1.5305 -1.4099 -0.0678
H -0.2494 1.2257 0.9278
H -2.3489 2.2737 -1.3314
H -0.6462 -1.2095 0.2299
H 0.3745 -0.8480 1.6441
H 1.1102 1.0833 0.0047
H 2.3890 -0.7549 0.0509
H 1.3776 -1.6036 -1.1255
H -3.1046 1.4471 -0.2305
H 1.7823 -2.3558 0.4160
H -0.4443 0.7368 -0.5898
*
```

=====

Of them, the most stable is 4 and the least stable is 3.

=====

1.
# C4H10NO

2 unconnected molecules or ions with the total composition C4H10NO (ωB97M-V with the def2-TZVPD basis set, OMol25).

The highest occupied orbital energy comes out at -15.48 eV.

Structure (ORCA input):
```
! RIJCOSX wB97M-V def2-TZVPD def2/J DEFGRID3
* xyz 1 1
O -1.5601 0.1470 2.0287
N -0.8035 0.7400 -0.8409
C 0.3265 0.2189 -0.5078
C 2.4955 -0.5227 0.2505
C -2.0676 -0.0824 -0.9534
C 1.6106 0.3728 -0.5946
H 3.0517 -1.1386 -0.4637
H 3.2332 0.0641 0.7860
H -1.7948 -1.0907 -1.2788
H -1.4546 -0.6310 2.5924
H -0.8985 0.0528 1.3304
H -2.5778 -0.0878 0.0123
H -2.5830 0.4421 -1.7622
H -1.1111 1.5949 -0.3603
H 1.9164 -1.1667 0.9065
H 2.2171 1.0874 -1.1452
*
```

=====

2.
# C4H10NO

2 unconnected molecules or ions with the total composition C4H10NO (ωB97M-V with the def2-TZVPD basis set, OMol25).

The highest occupied orbital energy comes out at -14.66 eV.

Structure (ORCA input):
```
! RIJCOSX wB97M-V def2-TZVPD def2/J DEFGRID3
* xyz 1 1
O 1.7595 0.7466 0.3122
N -0.4056 -0.6527 -0.3148
C -1.5449 -0.1560 -0.0619
C -1.6868 1.1886 0.6648
C 2.8790 1.1747 0.5498
C -0.2250 -1.9296 -0.9731
H 3.6948 1.0674 -0.1308
H 0.3420 -2.5836 -0.3799
H -0.8517 1.7632 0.2651
H -2.7427 1.5704 0.3999
H 0.2834 -1.7012 -1.8803
H 0.3862 -0.1359 -0.0868
H -2.3902 -0.7371 -0.2916
H 3.2934 1.6760 1.4051
H -1.6182 0.9899 1.6802
H -1.1731 -2.2808 -1.1579
*
```

=====

3.
# C4H10NO

A gas-phase ion, C4H10NO (charge +1) (ωB97M-V with the def2-TZVPD basis set, OMol25).

The highest occupied orbital energy comes out at -14.52 eV. The structure (SMILES) is C[C@@H]([NH3+])CC=O.

Structure (ORCA input):
```
! RIJCOSX wB97M-V def2-TZVPD def2/J DEFGRID3
* xyz 1 1
O -2.3059 0.9620 -0.4952
N 0.7530 0.9827 -0.8115
C 1.3145 -0.2957 1.2584
C -0.8270 -0.9007 -0.1781
C 0.1283 0.1330 0.4289
C -2.0278 -0.1740 -0.7792
H 2.3212 -0.5519 0.9342
H 1.7228 1.2482 -0.7206
H 0.9398 -1.2161 1.7435
H 0.7169 0.3186 -1.5765
H -0.3294 -1.5793 -0.8709
H 0.1763 1.7886 -1.0513
H -0.4372 0.9174 0.9202
H -2.5325 -0.6976 -1.6045
H 1.4900 0.4572 2.0353
H -1.1029 -1.3924 0.7674
*
```

=====

Of them, the most stable is 3 and the least stable is 1.

=====

1.
# C3H8N3O

A gas-phase ion, C3H8N3O (charge +1) (ωB97M-V with the def2-TZVPD basis set, OMol25).

The highest occupied orbital energy comes out at -14.46 eV. The structure (SMILES) is C[NH2+][C@@H]1N=NCO1.

Structure (ORCA input):
```
! RIJCOSX wB97M-V def2-TZVPD def2/J DEFGRID3
* xyz 1 1
O -1.2265 -0.6727 0.8180
N 0.9890 -0.4707 0.2832
N -0.8318 0.6578 -1.0841
N -1.6953 1.1841 -0.4666
C -2.1192 0.4254 0.7475
C 1.9618 0.0781 -0.6565
C -0.4299 -0.7222 -0.2465
H 0.7488 0.2915 0.9744
H -3.2361 0.0275 0.8407
H 1.7529 1.1716 -0.8369
H -0.1986 -1.5639 -0.8377
H 1.9458 -0.3261 -1.6398
H -1.9085 1.1100 1.6579
H 1.2261 -1.3831 0.8340
H 3.0214 0.1926 -0.3877
*
```

=====

2.
# C3H8N3O

A gas-phase ion, C3H8N3O (charge +1) (ωB97M-V with the def2-TZVPD basis set, OMol25).

The highest occupied orbital energy comes out at -13.92 eV. The structure (SMILES) is N[C@]1(O)C=C[NH2+]N1.

Structure (ORCA input):
```
! RIJCOSX wB97M-V def2-TZVPD def2/J DEFGRID3
* xyz 1 1
O 0.6353 -1.4620 1.0646
N -1.4439 0.2632 -0.5460
N -0.7698 0.4863 0.6422
N 1.5665 0.6444 1.1964
C -0.4223 0.0275 -1.5321
C 0.7644 -0.1228 -1.0091
C 0.6367 -0.1781 0.5367
H -1.2356 0.3151 1.5249
H -2.0499 -0.5395 -0.6324
H 1.5649 1.6514 0.9974
H 1.6484 -0.7294 -1.4808
H 0.1884 -2.0802 0.4582
H 1.5949 0.3984 2.1785
H -2.0409 1.1294 -0.7334
H -0.6371 0.1964 -2.6652
*
```

=====

Of them, the most stable is 2 and the least stable is 1.